# 1
Computed, not measured: a molecular structure, C3H2N3O, with wB97M-V/def2-TZVPD.

Element x y z (Å)
C -0.460 -1.032 -0.026
C -1.172 0.978 0.007
C 0.718 -0.328 -0.050
N 3.060 -0.168 0.117
N -1.510 -0.338 0.130
N 1.962 -0.203 -0.026
O 0.011 1.336 -0.007
H -0.595 -2.059 -0.091
H -2.016 1.814 -0.055

total charge = +1
frontier orbital gap = 8.4 eV
DFT total energy = -9648.8931 eV
relative energy (zero: lowest compared OMol25 entry of this formula, charge and spin) = 2.631 eV



# 2
Computed, not measured: C2H2ClFO2 in the gas phase, with wB97M-V/def2-TZVPD.

Element x y z (Å)
O -2.124 -1.314 1.004
C -1.617 -0.624 0.195
Cl -2.654 0.688 -0.484
C -0.126 -0.640 -0.334
O 0.749 0.357 0.402
F -0.187 -0.143 -1.618
H 0.445 -1.590 -0.299
H 0.576 1.318 0.021

frontier orbital gap = 11.3 eV
DFT total energy = -21440.4165 eV
relative energy (zero: lowest compared OMol25 entry of this formula, charge and spin) = 0.941 eV



# 3
Computed, not measured: a molecular structure, C16H14F5N2O3TeTi, with wB97M-V/def2-TZVPD.

Element x y z (Å)
Ti -0.376 -0.497 0.065
O 0.462 -1.900 0.780
C 1.414 -2.000 1.638
C 1.386 -3.000 2.640
C 2.401 -3.115 3.557
C 3.520 -2.276 3.500
C 3.581 -1.293 2.539
C 2.539 -1.111 1.616
C 2.561 0.027 0.753
N 1.615 0.368 -0.042
C 1.702 1.640 -0.726
C 0.294 2.265 -0.765
N -0.545 1.183 -1.191
C -1.144 1.191 -2.316
C -1.692 -0.010 -2.881
C -2.726 0.023 -3.818
C -3.242 -1.145 -4.346
C -2.693 -2.374 -3.975
C -1.639 -2.440 -3.097
C -1.120 -1.272 -2.484
O -0.163 -1.356 -1.624
H 0.514 -3.637 2.677
H 2.336 -3.860 4.338
H 4.318 -2.382 4.218
H 4.425 -0.619 2.505
H 3.448 0.671 0.846
H 2.407 2.326 -0.237
H 2.025 1.452 -1.759
H 0.004 2.575 0.248
H 0.262 3.121 -1.455
H -1.198 2.113 -2.912
H -3.160 0.977 -4.085
H -4.078 -1.113 -5.029
H -3.115 -3.288 -4.371
H -1.206 -3.382 -2.799
F -1.952 2.681 2.028
Te -2.232 0.593 1.972
F -3.764 -0.293 3.192
F -2.155 -0.702 -0.164
F -1.599 0.828 3.767
F -1.690 -1.344 2.221
O -0.460 0.643 1.388

frontier orbital gap (spin up / spin down) = 6.7 / 3.7 eV
spin multiplicity = 2
DFT total energy = -69940.1705 eV
relative energy (zero: lowest compared OMol25 entry of this formula, charge and spin) = 0.777 eV



# 4
Computed, not measured: 11 unconnected molecules or ions with the total composition C31H20Cl24F40O5, with wB97M-V/def2-TZVPD.

Element x y z (Å)
F 3.408 -1.165 4.958
C 2.164 -0.629 4.727
F 1.817 -1.102 3.516
C 1.127 -1.186 5.756
F 0.831 -2.426 5.318
F -0.062 -0.467 5.413
C 1.502 -1.108 7.177
O 1.835 0.294 7.580
C 0.891 1.006 8.299
F -0.354 0.561 8.074
F 1.122 0.829 9.620
C 1.158 2.472 8.041
F 0.658 2.798 6.782
F 0.531 3.196 8.960
H 2.252 0.467 4.745
H 2.430 -1.679 7.248
H 0.815 -1.611 7.841
H 2.238 2.621 8.108
F 4.683 3.185 -7.211
C 4.211 3.071 -5.920
F 4.401 1.730 -5.534
C 4.814 4.088 -5.022
F 4.443 5.317 -5.452
F 6.236 4.023 -5.102
C 4.528 3.831 -3.555
O 3.094 3.792 -3.511
C 2.477 3.445 -2.309
F 2.927 2.223 -1.784
F 2.620 4.362 -1.329
C 0.928 3.307 -2.601
F 0.744 2.171 -3.457
F 0.296 3.083 -1.474
H 3.118 3.333 -5.916
H 4.865 4.732 -3.006
H 4.972 2.932 -3.133
H 0.600 4.231 -3.205
F 3.696 1.879 3.762
C 4.080 1.499 2.521
F 3.094 2.156 1.725
C 5.469 1.965 2.217
F 5.717 1.586 0.958
F 6.333 1.336 3.016
C 5.699 3.526 2.423
O 7.118 3.771 2.407
C 7.790 4.366 3.428
F 7.426 5.676 3.617
F 7.531 3.718 4.553
C 9.325 4.432 3.004
F 9.476 4.930 1.784
F 9.887 5.167 3.964
H 3.959 0.452 2.377
H 5.326 3.814 3.400
H 5.237 4.022 1.560
H 9.758 3.435 3.112
F -4.781 -5.170 -3.583
C -5.110 -4.089 -4.453
F -4.850 -4.498 -5.700
C -6.556 -3.502 -4.232
F -6.702 -2.509 -5.128
F -6.609 -2.921 -3.020
C -7.733 -4.468 -4.270
O -7.598 -5.194 -5.464
C -8.747 -5.864 -5.852
F -9.428 -6.371 -4.797
F -9.545 -4.949 -6.455
C -8.392 -6.957 -6.896
F -7.611 -7.828 -6.367
F -9.542 -7.513 -7.159
H -4.403 -3.286 -4.179
H -8.671 -3.838 -4.328
H -7.781 -5.023 -3.332
H -8.013 -6.435 -7.801
F -4.026 -2.215 -1.577
C -2.911 -1.693 -0.987
F -2.094 -2.794 -0.670
C -2.176 -0.630 -1.776
F -2.988 0.349 -1.980
F -1.775 -1.084 -3.014
C -0.920 -0.110 -1.055
O -1.431 0.742 0.074
C -0.602 0.700 1.145
F -0.359 -0.611 1.513
F 0.625 1.269 0.805
C -1.238 1.380 2.510
F -2.243 0.468 2.834
F -0.275 1.360 3.462
H -3.067 -1.123 -0.065
H -0.372 0.452 -1.743
H -0.280 -0.907 -0.748
H -1.760 2.349 2.379
Cl -1.807 -3.371 -6.592
C -1.971 -1.711 -7.126
Cl -1.051 -0.590 -6.110
Cl -1.377 -1.571 -8.802
Cl -3.771 -1.300 -7.112
Cl -3.563 5.014 4.446
C -3.621 3.844 5.804
Cl -3.304 2.277 5.170
Cl -2.465 4.233 6.993
Cl -5.193 3.916 6.571
Cl 0.605 -3.672 -3.050
C -0.082 -5.258 -3.232
Cl -1.863 -5.220 -3.190
Cl 0.296 -5.960 -4.761
Cl 0.480 -6.340 -1.939
Cl -2.385 3.447 -0.159
C -4.127 3.633 -0.038
Cl -4.583 4.892 1.139
Cl -4.709 4.068 -1.588
Cl -4.790 2.109 0.451
Cl -3.590 -3.918 2.042
C -1.999 -4.748 2.487
Cl -0.933 -3.506 3.285
Cl -2.316 -6.083 3.533
Cl -1.286 -5.320 0.997
Cl 4.789 -1.938 1.377
C 3.641 -2.008 0.055
Cl 3.037 -0.326 -0.258
Cl 4.384 -2.532 -1.475
Cl 2.277 -3.004 0.517

frontier orbital gap = 11.1 eV
DFT total energy = -451943.5547 eV
relative energy (zero: lowest compared OMol25 entry of this formula, charge and spin) = 0.000 eV



# 5
Computed, not measured: 2 unconnected molecules or ions with the total composition C6H13N2, with wB97M-V/def2-TZVPD.

Element x y z (Å)
C 0.594 0.565 -0.964
C 1.400 0.635 0.346
C 0.319 -0.404 0.313
C -0.733 0.224 -0.404
C 2.758 0.121 0.645
C -2.373 1.661 0.359
N -1.743 -0.746 -1.050
N 0.553 -1.792 0.426
H 0.881 0.319 -1.978
H 1.205 1.509 0.861
H 3.353 0.917 0.890
H 3.216 -0.598 -0.193
H 2.747 -0.410 1.569
H -3.084 1.027 -0.131
H -1.899 2.551 -0.155
H -2.190 1.481 1.477
H -1.231 -1.677 -1.187
H -2.690 -0.746 -0.566
H -0.345 -2.271 0.706
H 1.332 -1.930 1.031
H -2.069 -0.434 -1.997

total charge = +1
frontier orbital gap (spin up / spin down) = 5.9 / 9.2 eV
spin multiplicity = 3
DFT total energy = -9398.4583 eV
relative energy (zero: lowest compared OMol25 entry of this formula, charge and spin) = 4.372 eV



# 6
Computed, not measured: a molecular structure, C4H14F12O19S4Zn, with wB97M-V/def2-TZVPD.

Element x y z (Å)
Zn 0.126 2.538 -1.180
C -3.377 3.752 1.250
F -3.773 4.470 0.194
F -2.510 4.457 1.961
F -4.455 3.499 2.008
S -2.689 2.114 0.715
O -1.498 2.499 -0.065
O -2.410 1.435 1.948
O -3.727 1.515 -0.089
C 1.524 4.602 2.420
F 2.013 5.650 3.093
F 2.457 3.636 2.433
F 0.437 4.123 3.012
S 1.171 5.119 0.688
O 2.360 5.796 0.243
O 0.915 3.815 0.059
O 0.011 5.965 0.769
C 0.228 -1.230 1.051
F -1.039 -1.372 0.693
F 0.291 -0.291 2.001
F 0.694 -2.372 1.521
S 1.249 -0.606 -0.363
O 0.823 -1.346 -1.538
O 0.913 0.794 -0.563
O 2.624 -0.807 0.027
C -3.578 -3.984 -1.388
F -3.049 -2.820 -0.985
F -4.917 -3.884 -1.264
F -3.252 -4.155 -2.672
S -2.944 -5.418 -0.384
O -3.559 -6.552 -1.056
O -1.524 -5.289 -0.639
O -3.390 -5.182 0.968
O 4.486 0.061 2.030
H 4.872 0.910 1.802
H 3.928 -0.170 1.268
O 3.502 -3.870 0.362
H 3.577 -3.730 1.310
H 3.584 -2.985 -0.014
O -0.842 1.333 -2.544
H -0.543 0.619 -3.127
H -1.793 1.190 -2.431
O 2.007 -2.617 4.816
H 1.125 -2.960 4.995
H 2.213 -2.942 3.934
O 1.773 2.632 -2.486
H 2.318 1.991 -2.953
H 2.342 3.393 -2.309
O 1.676 -3.330 -3.197
H 1.622 -2.533 -2.634
H 1.287 -3.066 -4.035
O -1.304 -1.137 -3.276
H -1.169 -1.854 -3.902
H -0.805 -1.406 -2.479

total charge = -2
frontier orbital gap = 6.7 eV
DFT total energy = -167653.2192 eV